i | {
  "formula": "CH5N3O2",
  "method": "the ωB97M-V functional and the def2-TZVPD basis",
  "species": ["C", "N", "O", "O", "H", "H", "H", "H", "N", "N", "H"],
  "positions_angstrom": [[1.95, 1.02, -0.29], [0.95, 0.26, -0.04], [0.31, -0.40, -0.90], [0.55, 0.23, 1.24], [2.34, 1.16, -1.35], [2.36, 1.58, 0.57], [-0.46, -0.29, 1.16], [-2.95, -0.75, -0.77], [-2.45, -0.19, 0.01], [-1.50, -0.87, 0.43], [-1.09, -1.75, -0.05]],
  "smiles": "C=[N+]([O-])O.[H]/N=N\\[H]",
  "lumo_energy_ha": 0.0058
}


ii | {
  "formula": "CH5N3O2",
  "method": "the ωB97M-V functional and the def2-TZVPD basis",
  "species": ["H", "N", "N", "O", "O", "H", "C", "N", "H", "H", "H"],
  "positions_angstrom": [[2.58, -1.66, -0.30], [2.00, -0.82, -0.29], [2.65, 0.18, 0.07], [3.82, 0.26, 0.36], [1.96, 1.33, 0.14], [0.97, 1.19, -0.03], [-1.56, 0.47, 0.36], [-0.57, 0.80, -0.33], [-1.77, 1.02, 1.27], [-2.25, -0.34, 0.12], [-0.43, 0.24, -1.17]],
  "smiles": "[H]/N=[N+](\\[O-])O.C=N",
  "lumo_energy_ha": 0.0263
}


iii | {
  "formula": "CH5N3O2",
  "method": "the ωB97M-V functional and the def2-TZVPD basis",
  "species": ["C", "N", "N", "N", "O", "O", "H", "H", "H", "H", "H"],
  "positions_angstrom": [[1.48, 0.03, 0.14], [0.20, 0.69, 0.27], [-1.23, -0.77, -0.76], [-0.96, 0.07, 0.13], [-2.29, -1.35, -0.96], [-2.36, 1.38, 1.25], [1.39, -0.89, -0.44], [2.17, 0.70, -0.38], [1.90, -0.23, 1.12], [0.11, 1.40, 1.00], [-0.42, -1.04, -1.38]],
  "lumo_energy_ha": [-0.0544, -0.0517]
}


Which of them is most stable, and which least? Most stable: ii; least stable: iii.


i | {
  "formula": "C2H13N2O2",
  "method": "the ωB97M-V functional and the def2-TZVPD basis",
  "species": ["N", "C", "C", "N", "H", "H", "H", "H", "H", "H", "H", "H", "H", "H", "H", "O", "H", "H", "O"],
  "positions_angstrom": [[-0.47, 0.19, -0.53], [0.80, 0.02, 0.26], [0.56, 0.63, 1.66], [1.73, 0.37, 2.46], [-1.29, -0.27, -0.12], [-0.80, 1.18, -0.65], [-0.47, -0.24, -1.46], [0.97, -1.05, 0.32], [1.59, 0.58, -0.21], [0.32, 1.69, 1.57], [-0.28, 0.08, 2.09], [2.38, 1.13, 2.67], [1.51, -0.04, 3.34], [0.00, -4.93, -2.15], [-0.51, -4.05, -3.31], [-0.15, -4.01, -2.39], [-2.46, 3.20, -0.72], [-1.52, 3.00, -1.78], [-1.90, 2.51, -1.05]],
  "lumo_energy_ha": -0.1161,
  "total_charge": 1
}


ii | {
  "formula": "C2H13N2O2",
  "method": "the ωB97M-V functional and the def2-TZVPD basis",
  "species": ["C", "N", "C", "N", "H", "H", "H", "H", "H", "H", "H", "H", "H", "H", "H", "O", "H", "H", "O"],
  "positions_angstrom": [[0.29, 0.48, -1.29], [1.67, 0.62, -0.88], [-0.60, 1.47, -0.48], [-0.06, 1.69, 0.90], [-0.11, -0.48, -0.97], [-0.09, 0.62, -2.30], [2.12, -0.25, -1.05], [2.14, 1.46, -1.20], [-1.61, 1.10, -0.28], [-0.81, 2.41, -1.00], [-0.74, 2.10, 1.53], [0.16, 0.74, 1.27], [0.81, 2.22, 0.92], [-1.05, -3.02, -1.07], [-2.21, -3.17, 0.08], [-1.49, -2.66, -0.28], [1.18, -1.32, 1.79], [-0.23, -1.73, 1.77], [0.30, -0.92, 1.75]],
  "lumo_energy_ha": -0.1085,
  "total_charge": 1
}


Which of them is most stable, and which least? Most stable: ii; least stable: i.


i | {
  "formula": "C2H13N2O2",
  "method": "the ωB97M-V functional and the def2-TZVPD basis",
  "species": ["C", "N", "C", "N", "H", "H", "H", "H", "H", "H", "H", "H", "H", "H", "H", "O", "H", "H", "O"],
  "positions_angstrom": [[-1.11, -0.15, 1.50], [-0.99, -0.84, 0.23], [-0.01, 0.92, 1.60], [0.35, 1.33, 0.19], [-2.04, 0.39, 1.44], [-1.11, -0.80, 2.37], [-1.87, -1.09, -0.20], [-0.48, -1.72, 0.23], [-0.39, 1.77, 2.14], [0.91, 0.59, 2.05], [1.27, 1.76, 0.15], [-0.35, 1.89, -0.27], [0.45, 0.41, -0.27], [-1.82, 0.11, -3.40], [-0.32, 0.14, -3.24], [-1.13, 0.40, -2.78], [3.45, -1.17, -0.74], [2.64, -2.44, -0.39], [2.56, -1.50, -0.61]],
  "lumo_energy_ha": -0.1107,
  "total_charge": 1
}


ii | {
  "formula": "C2H13N2O2",
  "method": "the ωB97M-V functional and the def2-TZVPD basis",
  "species": ["C", "N", "C", "N", "H", "H", "H", "H", "H", "H", "H", "H", "H", "H", "H", "O", "H", "H", "O"],
  "positions_angstrom": [[0.74, -0.44, -1.27], [1.17, 0.89, -0.83], [0.12, -1.17, -0.07], [-0.65, -0.19, 0.76], [1.61, -1.03, -1.54], [0.06, -0.36, -2.11], [2.17, 0.88, -0.67], [0.93, 1.67, -1.41], [0.93, -1.49, 0.56], [-0.54, -2.00, -0.31], [-1.57, 0.12, 0.42], [-0.64, -0.49, 1.69], [-0.07, 0.67, 0.74], [-2.34, 1.03, -1.91], [-3.10, -0.28, -1.99], [-2.30, 0.11, -1.63], [1.48, 1.24, 2.73], [0.87, 0.45, 3.89], [1.12, 0.38, 2.96]],
  "lumo_energy_ha": -0.1061,
  "total_charge": 1
}


Which of them is most stable, and which least? Most stable: ii; least stable: i.


i | {
  "formula": "CH5PS2",
  "method": "the ωB97M-V functional and the def2-TZVPD basis",
  "species": ["C", "P", "S", "S", "H", "H", "H", "H", "H"],
  "positions_angstrom": [[0.44, 1.18, -0.48], [0.16, -0.61, -0.84], [1.41, -1.42, 0.50], [-2.79, -0.61, -0.01], [-0.54, 1.66, -0.72], [1.11, 1.76, -0.95], [0.32, 1.41, 0.68], [1.54, -2.65, -0.06], [-2.63, -0.13, 1.20]],
  "lumo_energy_ha": [-0.0510, -0.0594]
}


ii | {
  "formula": "CH5PS2",
  "method": "the ωB97M-V functional and the def2-TZVPD basis",
  "species": ["S", "C", "S", "H", "H", "P", "H", "H", "H"],
  "positions_angstrom": [[-0.39, -0.94, 0.72], [-1.81, -0.10, 0.67], [-3.28, -0.70, 1.39], [-1.86, 0.89, 0.24], [-2.96, -2.01, 1.77], [3.07, 0.41, -1.17], [2.16, 0.35, -0.24], [2.11, 0.24, -2.21], [2.96, 1.85, -1.18]],
  "smiles": "S=CS.P",
  "lumo_energy_ha": -0.0207
}


Which of them is most stable, and which least? Most stable: ii; least stable: i.


i | {
  "formula": "C6H15O2",
  "method": "the ωB97M-V functional and the def2-TZVPD basis",
  "species": ["C", "O", "C", "C", "C", "C", "C", "H", "H", "H", "H", "H", "H", "H", "H", "H", "H", "H", "H", "H", "H", "H", "O"],
  "positions_angstrom": [[2.34, 0.62, 1.95], [1.64, 0.85, 3.10], [1.74, -0.46, 1.01], [0.44, -0.04, 0.35], [-0.27, -1.22, -0.40], [-1.77, -1.13, -0.35], [0.29, -1.33, -1.85], [3.37, 0.30, 2.23], [2.41, 1.57, 1.36], [2.48, -0.75, 0.26], [1.52, -1.33, 1.65], [0.58, 0.76, -0.39], [-0.27, 0.34, 1.09], [0.04, -2.13, 0.12], [-2.05, -0.70, 0.62], [-2.32, -2.07, -0.43], [-2.23, -0.50, -1.12], [1.19, -1.94, -1.86], [0.41, -0.32, -2.22], [-0.48, -1.82, -2.45], [-2.35, 3.67, -1.28], [-3.37, 3.87, -0.22], [-3.33, 3.75, -1.17]],
  "lumo_energy_ha": 0.1144,
  "total_charge": -1
}


ii | {
  "formula": "C6H15O2",
  "method": "the ωB97M-V functional and the def2-TZVPD basis",
  "species": ["C", "C", "C", "O", "H", "H", "H", "H", "H", "H", "H", "H", "C", "O", "C", "C", "H", "H", "H", "H", "H", "H", "H"],
  "positions_angstrom": [[1.24, -2.11, 0.15], [-0.20, -2.26, 0.61], [-0.70, -3.69, 0.41], [-1.07, -1.41, -0.09], [1.58, -1.09, 0.33], [1.30, -2.28, -0.92], [1.90, -2.83, 0.67], [-0.24, -2.04, 1.69], [-0.16, -4.41, 1.02], [-0.58, -3.96, -0.65], [-1.77, -3.74, 0.63], [-0.67, -0.46, -0.11], [0.55, 1.99, 0.55], [0.02, 0.88, -0.04], [-0.07, 3.29, 0.00], [0.12, 3.42, -1.50], [1.65, 2.06, 0.40], [0.39, 2.01, 1.65], [0.39, 4.15, 0.51], [-1.14, 3.26, 0.22], [-0.41, 4.29, -1.90], [-0.28, 2.52, -1.98], [1.18, 3.51, -1.77]],
  "lumo_energy_ha": 0.1497,
  "total_charge": -1
}


Which of them is most stable, and which least? Most stable: ii; least stable: i.


i | {
  "formula": "C4H11NO",
  "method": "the ωB97M-V functional and the def2-TZVPD basis",
  "species": ["C", "C", "C", "N", "C", "H", "H", "H", "H", "H", "H", "H", "H", "H", "H", "H", "O"],
  "positions_angstrom": [[-1.25, -1.44, 0.01], [-0.60, -0.18, -0.55], [-0.92, 1.17, -0.40], [-2.08, 1.69, 0.07], [0.64, -0.69, -1.23], [-0.55, -1.88, 0.71], [-2.17, -1.29, 0.57], [-1.57, -2.12, -0.74], [-0.41, 1.89, -1.08], [-2.03, 2.44, 0.74], [-2.70, 0.94, 0.18], [0.28, -0.88, -2.31], [1.43, 0.14, -1.09], [1.09, -1.75, -0.86], [2.85, 0.78, 2.14], [4.26, 0.46, 1.56], [3.74, 0.72, 2.29]],
  "s2": 0.758,
  "spin_multiplicity": 2,
  "lumo_energy_ha": [-0.1513, -0.2789],
  "total_charge": 1
}


ii | {
  "formula": "C4H11NO",
  "method": "the ωB97M-V functional and the def2-TZVPD basis",
  "species": ["C", "N", "C", "C", "C", "H", "H", "H", "H", "H", "H", "H", "H", "H", "H", "H", "O"],
  "positions_angstrom": [[-0.49, -0.15, -1.08], [0.58, -0.71, -0.17], [0.48, 0.03, 1.15], [-0.95, 0.28, 1.40], [-1.63, 0.06, -0.02], [-0.69, -0.75, -1.94], [-0.06, 0.75, -1.50], [0.30, -1.67, 0.10], [1.13, 0.89, 1.08], [0.89, -0.60, 1.96], [-1.55, -0.43, 2.09], [-1.29, 1.19, 1.87], [-2.25, 0.92, -0.27], [-2.36, -0.75, 0.01], [2.25, -0.29, -1.24], [3.03, 0.98, -1.48], [2.61, 0.25, -1.96]],
  "s2": 0.754,
  "spin_multiplicity": 2,
  "lumo_energy_ha": [-0.1243, -0.3305],
  "total_charge": 1
}


iii | {
  "formula": "C4H11NO",
  "method": "the ωB97M-V functional and the def2-TZVPD basis",
  "species": ["C", "C", "C", "N", "C", "O", "H", "H", "H", "H", "H", "H", "H", "H", "H", "H", "H"],
  "positions_angstrom": [[0.33, 1.75, -0.68], [-0.69, 0.81, 0.09], [-1.72, 0.04, -0.78], [-0.20, -0.15, 1.08], [0.93, -1.11, 0.86], [1.20, -1.44, -0.45], [0.07, 2.79, -0.60], [0.58, 1.64, -1.74], [1.32, 1.75, -0.22], [-1.37, 1.43, 0.69], [-2.70, -0.01, -0.33], [-1.49, -1.03, -0.68], [-1.65, 0.33, -1.81], [-0.20, 0.11, 2.09], [0.84, -1.86, 1.61], [1.82, -0.52, 1.18], [1.42, -0.58, -0.85]],
  "s2": 0.755,
  "spin_multiplicity": 2,
  "lumo_energy_ha": [-0.1243, -0.2887],
  "total_charge": 1
}


Which of them is most stable, and which least? Most stable: i; least stable: ii.